No. 1
86
Properties=species:S:1:pos:R:3:forces:R:3:mulliken_charge:R:1 method="wB97M-V/def2-TZVPD" e_lumo_ev=0.0 energy_ev=-97624.928 homo_energy_ev=-7.70 largest_force_ha_per_bohr=0.0142 gap_ev=7.66 spin_multiplicity=1
Hf -0.064232 0.664797 -0.176540 -0.3 0.1 0.7 1.20
C 2.916274 -0.754901 -0.654420 0.0 0.0 0.0 -1.20
N 1.690257 -0.431271 -1.421168 0.1 -0.1 0.0 0.88
C 1.153753 -1.712647 -1.944201 -0.1 0.0 0.0 -1.13
C -0.346332 -1.693219 -2.143379 0.0 -0.1 0.0 -1.25
N -0.953047 -1.116131 -0.943108 -0.1 0.2 -0.1 2.04
C -2.240320 -1.540021 -0.652735 -0.1 -0.1 0.0 -0.49
C -2.736864 -1.405737 0.643299 0.1 0.0 -0.1 -0.67
F -1.935730 -0.802257 1.554762 0.0 0.0 0.0 -0.33
C -3.994915 -1.783754 1.051453 0.0 0.0 0.0 0.22
F -4.366759 -1.594278 2.320422 0.0 0.0 0.0 -0.35
C -4.861929 -2.348818 0.139642 0.0 0.0 0.0 0.78
F -6.087523 -2.730572 0.503789 0.0 0.0 0.0 -0.34
C -4.432210 -2.489958 -1.165946 0.0 0.0 0.0 0.32
F -5.263144 -3.000697 -2.077704 0.0 0.0 0.0 -0.34
C -3.167339 -2.086804 -1.553351 0.1 0.0 0.0 0.36
F -2.883886 -2.186789 -2.861537 0.0 0.0 0.0 -0.42
C 2.065068 0.499622 -2.509533 0.0 0.0 0.0 -1.47
C 0.863064 1.238536 -3.052303 0.2 0.0 -0.1 -0.63
N 0.174471 1.842790 -1.914420 -0.2 0.0 -0.1 0.50
C -0.342863 3.105765 -2.145876 -0.1 0.1 -0.1 0.06
C -0.820294 3.564218 -3.380427 0.0 0.0 0.1 0.59
F -0.926263 2.728512 -4.426457 0.0 0.0 0.0 -0.49
C -1.266009 4.859218 -3.569087 0.0 0.0 0.0 0.36
F -1.719437 5.233191 -4.769051 0.0 0.0 0.0 -0.43
C -1.322669 5.748046 -2.515162 0.0 0.0 0.0 0.90
F -1.801241 6.983247 -2.690809 0.0 0.0 0.0 -0.44
C -0.900713 5.324419 -1.269993 0.0 0.0 0.0 -0.06
F -0.947543 6.157203 -0.227707 0.0 0.0 0.0 -0.39
C -0.409010 4.046521 -1.115013 0.0 -0.1 0.0 0.12
F 0.043054 3.688837 0.102233 0.0 0.0 0.0 -0.34
H 3.613979 -1.303758 -1.296481 0.0 0.0 0.0 0.42
H 3.390589 0.158159 -0.309431 0.0 0.0 0.0 0.36
H 2.651773 -1.373804 0.199614 0.0 0.0 0.0 0.09
H 1.678672 -1.989229 -2.864984 0.0 0.0 0.0 0.22
H 1.359229 -2.452493 -1.177110 0.0 0.0 0.0 0.47
H -0.646309 -1.163754 -3.049565 0.0 0.0 0.0 0.27
H -0.658482 -2.732671 -2.275789 0.0 0.0 0.0 0.89
H 2.743480 1.236987 -2.079750 0.0 0.0 0.0 0.43
H 2.594478 -0.042948 -3.301308 0.0 0.0 0.0 0.38
H 1.236364 2.007972 -3.732389 0.0 0.0 0.0 0.87
H 0.210044 0.592625 -3.642507 0.0 0.0 0.0 0.18
N -5.250110 6.852982 -3.080314 0.0 0.0 0.0 -0.60
C -4.782864 5.655780 -2.566593 0.0 0.0 0.0 0.89
C -4.415896 4.612265 -3.417650 0.0 0.0 0.0 -0.98
C -3.955387 3.414900 -2.902898 0.0 0.0 0.0 -0.18
C -3.877738 3.230013 -1.527683 0.0 0.0 0.1 -0.76
C -4.294291 4.242920 -0.668215 0.0 0.0 0.0 -0.47
C -4.721316 5.449454 -1.183726 0.0 0.0 0.0 -0.85
S -3.445724 1.614026 -0.957307 0.1 -0.2 -0.3 1.91
O -4.516044 1.113492 -0.143995 -0.1 0.1 0.0 -0.73
O -3.037676 0.885130 -2.130409 0.0 0.0 0.1 -0.77
N -2.078614 1.656084 -0.033459 -0.1 0.1 -0.1 -0.59
C -2.058482 2.109027 1.247554 0.0 -0.1 0.1 1.00
N -2.999014 2.844506 1.828442 0.0 0.0 -0.1 -0.55
C -2.741496 3.269115 3.057898 0.0 0.0 0.0 -0.43
C -1.553679 3.003632 3.721805 -0.1 0.0 0.0 -1.21
C -0.641445 2.218320 3.046771 0.0 -0.2 0.1 -0.35
N -0.896820 1.732180 1.837295 -0.1 0.3 -0.1 0.17
H -4.970021 7.060102 -4.024894 0.0 0.0 0.0 0.23
H -5.179776 7.647903 -2.466839 0.0 0.0 0.0 0.23
H -4.475204 4.749640 -4.490393 0.0 0.0 0.0 0.34
H -3.657823 2.612425 -3.564019 0.0 0.0 0.0 0.66
H -4.283247 4.075381 0.397641 0.0 0.0 0.0 0.53
H -5.030395 6.241824 -0.512158 0.0 0.0 0.0 0.33
H -3.521060 3.861718 3.525261 0.0 0.0 0.0 0.51
H -1.349350 3.385525 4.709475 0.0 0.0 0.0 0.43
H 0.313173 1.961636 3.487665 0.0 0.0 0.0 0.47
O 0.756809 -0.698342 1.839391 0.0 -0.1 -0.2 -0.31
C 0.498674 -1.766499 2.746189 -0.2 0.1 0.2 -0.98
C 0.726697 -3.142559 2.179042 0.0 0.0 0.0 0.70
C 0.652398 -4.222677 3.058188 0.0 0.0 0.0 -1.06
C 0.806008 -5.500170 2.561168 0.0 0.0 0.0 -0.27
C 1.033807 -5.663874 1.200721 0.0 0.0 0.0 -0.89
C 1.101454 -4.530801 0.414083 0.0 0.0 0.0 -0.19
N 0.952890 -3.289786 0.883896 0.0 0.0 0.0 -0.06
H 1.003760 0.075648 2.372243 0.3 0.0 -0.1 0.01
H -0.538364 -1.713172 3.087973 0.0 0.0 0.0 0.41
H 1.141248 -1.643282 3.622083 0.0 0.0 0.0 0.62
H 0.471068 -4.052721 4.112422 0.0 0.0 0.0 0.45
H 0.750641 -6.356626 3.220150 0.0 0.0 0.0 0.42
H 1.158875 -6.643645 0.761867 0.0 0.0 0.0 0.40
H 1.284880 -4.617532 -0.652571 0.0 0.0 0.0 0.39
O 3.074234 2.341901 2.009498 0.0 0.0 0.0 -0.56
N 2.097140 1.673267 1.865118 0.1 -0.1 0.1 -0.05
O 1.731164 1.495882 0.621066 0.3 0.2 -0.1 -0.41

No. 2
75
Properties=species:S:1:pos:R:3:forces:R:3:mulliken_charge:R:1 method="wB97M-V/def2-TZVPD" e_lumo_ev=-0.5 energy_ev=-100597.948 homo_energy_ev=-7.79 largest_force_ha_per_bohr=0.0089 gap_ev=7.24 spin_multiplicity=1
K -0.988512 -1.465077 3.480086 0.0 0.0 0.0 0.99
C 0.497407 -5.557395 -1.865413 0.0 0.0 0.0 -1.43
C 0.226885 -4.104441 -2.229846 0.0 0.0 0.0 0.20
N -0.803610 -3.497608 -1.387653 0.0 0.0 0.0 0.31
C -2.149436 -3.518139 -1.942169 -0.1 0.0 0.0 -1.29
C -2.456142 -2.281793 -2.776891 0.0 0.0 0.0 -0.45
C -0.494733 -2.962737 -0.181334 -0.2 0.1 -0.1 0.24
S -1.777252 -2.177897 0.678958 0.2 -0.1 0.1 -0.53
N 0.799619 -3.102332 0.126563 0.1 -0.1 -0.1 0.25
C 1.451790 -2.694493 1.212860 -0.1 0.1 0.0 -0.68
O 1.010363 -2.194012 2.263194 -0.1 0.0 0.1 -0.75
C 2.951182 -2.853464 1.102242 0.0 0.0 0.0 0.82
C 3.762664 -2.326094 2.101784 0.0 0.0 0.0 -0.54
C 5.143727 -2.418137 2.013225 0.0 0.0 0.0 -0.75
C 5.728345 -3.046978 0.922812 0.0 0.0 0.0 -0.34
C 4.925386 -3.582551 -0.075858 0.0 0.0 0.0 -0.83
C 3.545489 -3.484554 0.012532 0.0 0.0 0.0 0.17
H 1.234304 -5.988095 -2.545515 0.0 0.0 0.0 0.40
H -0.416581 -6.151104 -1.932845 0.0 0.0 0.0 0.43
H 0.877663 -5.622255 -0.846597 0.0 0.0 0.0 0.25
H -0.120567 -4.031492 -3.261880 0.0 0.0 0.0 0.52
H 1.136901 -3.518160 -2.146033 0.0 0.0 0.0 -0.46
H -2.864841 -3.606948 -1.128491 0.0 0.0 0.0 0.54
H -2.224884 -4.416625 -2.559306 0.0 0.0 0.0 0.45
H -2.425021 -1.397598 -2.139693 0.0 0.0 0.0 -0.20
H -3.449722 -2.357848 -3.221270 0.0 0.0 0.0 0.49
H -1.726424 -2.164239 -3.581018 0.0 0.0 0.0 0.20
H 3.291775 -1.842252 2.947019 0.0 0.0 0.0 0.41
H 5.764611 -1.999877 2.795487 0.0 0.0 0.0 0.39
H 6.806228 -3.120196 0.852188 0.0 0.0 0.0 0.39
H 5.376058 -4.075317 -0.928065 0.0 0.0 0.0 0.42
H 2.909911 -3.891954 -0.761360 0.0 0.0 0.0 0.35
F -6.386755 2.594445 -1.952125 0.0 0.0 0.0 -0.26
C -6.265438 3.058425 -0.693408 0.0 0.0 0.0 0.89
F -7.282758 2.527631 0.011845 0.0 0.0 0.0 -0.27
F -6.463245 4.384808 -0.742827 0.0 0.0 0.0 -0.28
C -4.932635 2.695221 -0.100039 0.0 0.0 0.0 0.24
C -4.723067 1.389152 0.324559 0.0 0.0 0.0 -1.20
C -3.494759 1.033488 0.852791 -0.1 0.0 0.0 -0.07
C -2.465207 1.971357 0.945640 -0.1 -0.1 0.0 0.34
C -2.684106 3.271416 0.506678 0.0 0.1 0.0 0.09
C -3.918779 3.637158 -0.011798 0.0 0.0 0.0 -1.07
P -0.883539 1.355314 1.608959 0.4 -0.1 -0.1 -0.01
C 0.007464 0.828257 0.090294 -0.3 0.0 0.0 1.25
C 1.291698 0.309325 0.217919 0.0 0.0 0.1 -0.93
C 1.956494 -0.212474 -0.878833 0.1 0.0 0.0 -0.74
C 1.332469 -0.224142 -2.114563 -0.1 0.1 0.0 0.30
C 0.058462 0.307388 -2.263235 0.0 0.0 0.1 -0.87
C -0.599875 0.829847 -1.163256 0.0 0.0 0.0 -0.58
C 2.010082 -0.807627 -3.317305 0.0 -0.1 0.0 0.73
F 3.072584 -1.560747 -2.991295 0.0 0.0 0.0 -0.25
F 1.169040 -1.589846 -4.028196 0.1 0.0 0.0 -0.22
F 2.445277 0.145532 -4.164094 0.0 0.0 0.0 -0.30
C -0.019959 2.915323 2.019888 0.0 0.1 -0.1 0.00
C -0.346528 3.511111 3.236328 0.0 0.1 0.1 -0.51
C 0.232091 4.707411 3.621642 -0.1 -0.1 0.0 -0.97
C 1.161745 5.312541 2.788403 0.0 0.0 -0.1 0.19
C 1.507836 4.728843 1.579373 0.0 0.0 0.1 -1.04
C 0.916200 3.533899 1.195247 0.0 0.0 0.0 0.48
C 1.753215 6.629978 3.201754 0.0 0.0 0.0 0.88
F 2.856137 6.936435 2.502945 0.0 0.0 0.0 -0.27
F 0.878158 7.639229 3.022102 0.0 0.0 0.0 -0.26
F 2.086870 6.637451 4.505679 0.0 0.0 0.0 -0.27
H -5.517232 0.658666 0.245637 0.0 0.0 0.0 0.43
H -3.321591 0.009209 1.163583 0.0 0.0 0.0 0.17
H -1.896197 4.011621 0.571037 0.0 0.0 0.0 0.40
H -4.089434 4.651583 -0.344896 0.0 0.0 0.0 0.45
H 1.770164 0.269379 1.189979 0.0 0.0 0.0 0.47
H 2.941452 -0.644301 -0.761267 0.0 0.0 0.0 0.65
H -0.428496 0.291978 -3.229574 0.0 0.0 0.0 0.50
H -1.602375 1.215198 -1.290617 0.0 0.0 0.0 0.30
H -1.066159 3.034128 3.892948 0.0 0.0 0.0 0.39
H -0.028232 5.163550 4.567655 0.0 0.0 0.0 0.40
H 2.236699 5.205909 0.938773 0.0 0.0 0.0 0.47
H 1.189646 3.088593 0.247931 0.0 0.0 0.0 0.38

No. 3
73
Properties=species:S:1:pos:R:3:forces:R:3:lowdin_spin:R:1 method="wB97M-V/def2-TZVPD" e_lumo_ev="-1.1 / -1.8" energy_ev=-67375.643 s_squared=8.803 homo_energy_ev="-5.31 / -6.54" largest_force_ha_per_bohr=0.0862 gap_ev="4.25 / 4.73" spin_multiplicity=6
Ru 0.017909 -0.134552 -0.369420 -0.1 -1.9 0.3 2.28
O 1.978718 -2.576937 -3.079449 -0.1 1.0 1.7 0.03
C 1.662517 -1.947982 -2.073107 -1.6 1.2 -2.2 0.01
N 0.872486 -0.743319 -2.050000 1.7 -1.2 -2.3 0.04
C 0.766699 0.038282 -3.236205 -1.4 -1.3 0.3 0.01
O 0.368901 -0.280957 -4.339791 0.9 0.1 0.8 0.02
C 0.998883 1.458239 -2.866300 0.3 1.3 0.1 0.01
C 1.568388 2.376871 -3.769152 -0.6 -0.2 0.2 0.00
C 1.822202 3.661664 -3.297828 -0.4 -0.2 -0.3 0.00
C 1.413473 3.990416 -2.006606 0.7 0.5 0.1 0.00
C 0.803762 3.054025 -1.207004 -0.3 -0.7 -0.5 0.01
N 0.619728 1.773523 -1.616803 0.9 1.9 -0.9 0.11
C 2.024997 -2.303000 -0.695146 0.3 -0.7 2.0 0.01
C 2.925983 -3.361378 -0.421090 -0.8 0.1 -0.4 0.00
C 3.165963 -3.690729 0.901506 -0.4 0.7 1.1 0.01
C 2.471383 -2.983060 1.924123 0.7 -0.6 -0.7 0.00
C 1.623160 -1.942324 1.599851 -0.1 -0.1 -1.5 0.01
N 1.407700 -1.584944 0.288977 1.6 -1.3 1.1 0.00
H 1.684365 2.062861 -4.816098 0.3 0.2 0.6 0.00
H 2.254242 4.431730 -3.935062 0.0 -0.3 0.1 0.00
H 1.653846 4.971554 -1.587446 -0.3 -0.3 -0.2 0.00
H 0.413463 3.351318 -0.239245 0.2 -0.3 0.0 0.00
H 3.290480 -3.980656 -1.259955 -0.1 0.7 0.5 0.00
H 3.871954 -4.469048 1.222498 -0.4 0.2 -0.5 0.00
H 2.596085 -3.307988 2.956047 -0.1 0.3 -0.2 0.00
H 1.047086 -1.410684 2.347935 0.0 0.1 -0.2 0.00
O -3.681734 -3.886157 3.112461 0.4 0.5 -0.2 0.43
C -3.014642 -3.145874 2.415802 -0.8 -1.0 -0.2 0.27
C -2.589597 -3.415706 0.988838 0.3 -0.1 0.0 0.30
O -2.678139 -4.425316 0.311081 -0.8 -1.1 0.0 0.51
C -1.767399 -2.290128 0.548954 -0.1 2.1 3.0 0.04
C -1.617101 -1.370913 1.647113 -1.0 -1.6 0.0 0.19
O -0.897993 -0.286318 1.539491 0.3 1.0 -0.7 0.19
C -2.446945 -1.728836 2.782796 0.8 1.1 -0.3 0.11
O -2.680555 -1.115899 3.818156 0.1 -0.9 -1.0 0.11
O -1.258867 -2.076473 -0.565561 0.4 -0.5 -0.8 0.13
C -2.252351 1.537374 -2.939166 1.0 0.0 0.1 0.01
P -1.926985 0.697847 -1.284635 -2.4 1.7 -0.8 0.02
C -2.455243 2.115128 -0.191994 -0.2 -0.6 0.0 0.00
C -3.388029 -0.370427 -1.435779 -0.3 0.3 1.7 0.00
C -3.484495 -1.322474 -2.426905 0.8 -0.5 -1.0 0.00
C -4.532761 -2.239280 -2.452185 0.5 -0.6 -0.6 0.00
C -5.556507 -2.167467 -1.503532 0.6 1.1 -0.2 0.00
C -5.508579 -1.119312 -0.575950 0.0 -0.1 0.1 0.00
C -4.399931 -0.268482 -0.475373 -0.2 -0.6 -0.2 0.00
H -3.346419 1.649438 -3.043885 0.6 0.0 0.2 0.00
H -1.852552 0.961761 -3.805064 -0.2 0.5 0.6 0.00
H -1.759435 2.522136 -2.849603 -0.3 -0.3 -0.5 0.00
H -1.659403 2.860096 -0.111254 -0.1 -0.1 -0.3 0.00
H -2.613572 1.744037 0.826737 0.0 0.0 -0.2 0.00
H -3.378101 2.564688 -0.582938 0.3 0.0 0.2 0.00
H -2.663641 -1.393418 -3.181907 -0.8 -0.1 0.7 0.00
H -4.442824 -3.030381 -3.230766 -0.5 0.6 0.8 0.00
H -6.404450 -2.829627 -1.508477 0.0 -0.2 -0.1 0.00
H -6.355262 -0.971266 0.083757 0.2 -0.1 0.2 0.00
H -4.292999 0.410693 0.372741 -0.3 -0.1 -0.4 0.00
C 0.386275 1.772350 3.150972 -0.3 0.0 0.4 0.01
C 1.357011 1.490550 2.072579 -1.1 -0.2 -2.6 0.04
O 0.945462 1.354785 0.868651 2.0 1.2 3.8 0.06
C 2.785834 1.498863 2.353729 1.8 -0.7 0.0 0.00
C 3.284734 1.359404 3.673830 -0.2 0.4 -0.9 0.01
C 4.654451 1.314733 3.906095 0.0 0.2 -0.3 0.00
C 5.542644 1.389913 2.836948 0.5 -0.1 -0.2 0.01
C 5.078929 1.482823 1.521751 -0.6 0.1 0.4 0.00
C 3.716772 1.529437 1.275934 -0.7 0.0 0.8 0.00
H -0.597211 1.826156 2.687334 0.0 -0.2 0.4 0.00
H 0.672638 2.715384 3.607446 0.0 0.4 0.0 0.00
H 0.416465 1.077334 4.008803 -0.2 -0.1 -0.7 0.00
H 2.585972 1.319194 4.496662 0.0 0.0 0.1 0.00
H 5.051365 1.286226 4.913288 -0.1 -0.2 0.0 0.00
H 6.629097 1.366643 3.022267 -0.7 0.0 -0.1 0.00
H 5.742141 1.547385 0.680067 0.4 -0.1 -0.1 0.00
H 3.329556 1.606451 0.265463 0.0 0.0 0.1 0.00

Energy relative to the best compared isomer or geometry (same formula, charge and spin) values (in eV) by entry order: 0.931 0.055 0.000.